Entry 1:
# C7H16NS

The ion C7H16NS with charge +1 in a non-equilibrium geometry (wB97M-V/def2-TZVPD, OMol25).

Last column: natural (NBO) charge in e.
CARTESIAN COORDINATES (ANGSTROEM)
C: -0.813 -1.477 0.464  -0.5721
C: -0.510 -2.173 -0.763  0.0179
C: -0.427 -0.033 0.349  -0.3147
C: -2.710 0.863 0.128  -0.6058
C: 1.916 1.264 -1.151  -0.8331
C: 2.235 0.283 1.349  -0.8907
C: -1.328 0.770 -0.464  -0.4488
N: 1.735 -1.386 -0.861  -0.9589
S: 1.386 -0.110 -0.179  1.5691
H: -1.946 -1.632 0.774  0.3214
H: -0.346 -1.961 1.277  0.2569
H: -0.041 -3.166 -0.722  0.2552
H: -0.713 -1.772 -1.747  0.2207
H: -0.231 0.338 1.417  0.2435
H: -2.637 0.783 1.241  0.2080
H: -3.307 0.038 -0.176  0.2200
H: -3.184 1.809 -0.005  0.2499
H: 1.257 1.433 -1.924  0.2524
H: 3.007 1.060 -1.583  0.3078
H: 1.842 2.048 -0.428  0.2364
H: 1.434 0.693 2.013  0.2440
H: 3.178 0.894 1.317  0.2880
H: 2.487 -0.628 1.879  0.2781
H: -0.851 1.752 -0.699  0.2345
H: -1.433 0.309 -1.506  0.2205

Calculated values
LUMO   -4.96 eV
Highest occupied orbital energy   -13.1 eV
Net charge   +1
Energy above the lowest of the compared OMol25 structures with the same formula, charge and spin   628.5 kJ/mol
Electronic energy   -728.78510 Ha
Spin multiplicity   1


Entry 2:
# C4H5NO

An isolated molecule of C4H5NO in a non-equilibrium geometry (wB97M-V/def2-TZVPD, OMol25).

Last column: natural (NBO) charge in e.
CARTESIAN COORDINATES (ANGSTROEM)
C: 1.161 -0.240 -1.389  -0.6759
C: 0.243 -0.210 -0.180  0.2859
C: -0.332 -0.738 0.921  -0.3488
C: -1.292 0.354 1.481  -0.0495
N: -1.257 1.423 0.762  -0.0752
O: -0.409 1.273 -0.252  -0.3396
H: 1.937 0.518 -1.228  0.2442
H: 1.662 -1.161 -1.721  0.2394
H: 0.542 0.115 -2.220  0.2487
H: -0.277 -1.690 1.470  0.2504
H: -1.978 0.357 2.356  0.2202

Calculated values
LUMO   0.93 eV
Highest occupied orbital energy   -9.7 eV
Net charge   0
Energy above the lowest of the compared OMol25 structures with the same formula, charge and spin   256.2 kJ/mol
Electronic energy   -285.31700 Ha
Spin multiplicity   1
SMILES   Cc1ccno1


Entry 3:
# CH3N2OP

An isolated molecule of CH3N2OP in a non-equilibrium geometry (wB97M-V/def2-TZVPD, OMol25).

Last column: natural (NBO) charge in e.
CARTESIAN COORDINATES (ANGSTROEM)
C: 0.950 0.011 -0.624  -0.0834
N: -0.117 -1.612 0.183  -0.0461
N: -1.111 -1.069 0.555  -0.3831
O: 0.375 0.898 0.250  -0.7358
P: -1.283 0.706 0.219  0.9696
H: 1.980 -0.196 -0.341  0.1899
H: 0.723 0.195 -1.698  0.1746
H: -1.516 1.066 1.456  -0.0857

Calculated values
LUMO   0.53 eV
Highest occupied orbital energy   -8.2 eV
Net charge   0
Energy above the lowest of the compared OMol25 structures with the same formula, charge and spin   301.3 kJ/mol
Electronic energy   -565.90747 Ha
Spin multiplicity   1


Entry 4:
# C3H6N4O

An isolated molecule of C3H6N4O in a non-equilibrium geometry (wB97M-V/def2-TZVPD, OMol25).

Last column: natural (NBO) charge in e.
CARTESIAN COORDINATES (ANGSTROEM)
N: -1.154 -1.645 0.257  -0.6452
N: -0.590 -0.305 0.149  -0.1418
N: -0.824 0.513 1.260  -0.4160
C: 0.023 1.572 1.244  -0.0022
C: 0.900 1.510 0.228  -0.3515
C: 0.572 0.255 -0.505  0.3205
N: 1.300 -0.202 -1.450  -0.2419
O: 0.763 -1.476 -1.832  -0.6268
H: -0.400 -2.334 0.560  0.3762
H: -1.647 -1.839 -0.688  0.3916
H: -1.746 0.759 1.526  0.3873
H: -0.048 2.529 1.874  0.2296
H: 1.696 2.305 0.073  0.2463
H: 1.156 -1.641 -2.696  0.4739

Calculated values
LUMO   0.92 eV
Highest occupied orbital energy   -7.4 eV
Net charge   0
Energy above the lowest of the compared OMol25 structures with the same formula, charge and spin   495.3 kJ/mol
Electronic energy   -412.02030 Ha
Spin multiplicity   1
SMILES   Nn1[nH]cc/c1=N/O


- Among the records above, which one has the lowest energy above the lowest of the compared OMol25 structures with the same formula, charge and spin?
  C4H5NO


- Which formula does entry 3 have?
  CH3N2OP